Below is a single C13H10ClNO2S molecule at a distorted geometry, with properties calculated with wB97M-V/def2-TZVPD.

Properties
- frontier orbital gap (eV) = 8.65
- lowest unoccupied orbital energy (eV) = 0.105
- SMILES string = O=C(O)c1cccnc1SCc1cccc(Cl)c1

Element x y z (Å)
O1 1.9085 2.6231 0.0333
C1 2.9255 2.0126 -0.2089
O2 4.1106 2.6250 -0.3459
C2 2.9727 0.5600 -0.3757
C3 4.1459 -0.1359 -0.6475
C4 4.0971 -1.5115 -0.7882
C5 2.8642 -2.1362 -0.6489
N1 1.7414 -1.4957 -0.3926
C6 1.7725 -0.1740 -0.2559
S1 0.2794 0.6413 0.0774
C7 -0.8421 -0.8317 0.0955
C8 -2.2369 -0.3685 0.3413
C9 -2.7105 -0.2028 1.6379
C10 -3.9987 0.2476 1.8618
C11 -4.8349 0.5423 0.7989
C12 -4.3581 0.3818 -0.4917
Cl1 -5.3882 0.7461 -1.8322
C13 -3.0705 -0.0664 -0.7286
H1 3.9965 3.5803 -0.2228
H2 5.0727 0.4087 -0.7435
H3 4.9850 -2.0847 -0.9990
H4 2.7644 -3.2095 -0.7473
H5 -0.7338 -1.3215 -0.8693
H6 -0.4827 -1.4899 0.8833
H7 -2.0637 -0.4269 2.4728
H8 -4.3585 0.3725 2.8719
H9 -5.8408 0.8934 0.9656
H10 -2.7170 -0.1797 -1.7418

---

Below is 6 unconnected molecules or ions with the total composition C16H48N4O6 at a distorted geometry, with properties calculated with wB97M-V/def2-TZVPD.

Properties
- frontier orbital gap (eV) = 8.84
- lowest unoccupied orbital energy (eV) = 0.165
- SMILES string = COC[C@H](C)N.COC[C@H](C)N.COC[C@H](C)N.COC[C@H](C)N.O.O

Element x y z (Å)
C1 -1.1359 -4.8152 1.7590
O1 -0.7039 -5.1072 0.4633
C2 -0.5229 -3.9457 -0.3263
C3 -1.7319 -3.0015 -0.4653
C4 -2.9208 -3.7478 -1.0693
N1 -1.3991 -1.9078 -1.3603
H1 -1.1622 -5.7672 2.2977
H2 -2.1549 -4.4183 1.8866
H3 -0.4936 -4.1077 2.3012
H4 0.3257 -3.3485 0.0389
H5 -0.2204 -4.2809 -1.3208
H6 -2.0561 -2.6365 0.5100
H7 -3.8133 -3.1250 -1.0903
H8 -3.0995 -4.7339 -0.6320
H9 -2.7166 -4.0215 -2.1132
H10 -0.6722 -1.3000 -0.9733
H11 -0.9334 -2.2258 -2.2135
C5 0.1598 -3.5900 -4.3301
O2 0.3417 -2.2960 -3.7951
C6 1.6714 -1.7813 -3.7226
C7 1.5985 -0.2717 -3.8615
C8 0.9770 0.2296 -5.1571
N2 2.9581 0.3253 -3.7588
H12 -0.7765 -3.9804 -3.9281
H13 0.9767 -4.2592 -4.0387
H14 0.0785 -3.5513 -5.4217
H15 2.0092 -2.0422 -2.7099
H16 2.3539 -2.2334 -4.4506
H17 0.9756 0.1191 -3.0538
H18 0.6976 1.2802 -5.1127
H19 0.0252 -0.2759 -5.3550
H20 1.6118 0.0321 -6.0239
H21 3.5075 -0.0672 -4.5184
H22 3.3698 -0.0049 -2.8886
C9 2.9451 2.3567 2.4196
O3 4.0837 3.1180 2.6964
C10 4.0947 4.3462 1.9912
C11 5.4704 4.9888 2.0652
C12 5.7901 5.5803 3.4313
N3 5.5766 6.0798 1.0647
H23 2.6843 1.7176 3.2617
H24 3.1292 1.7154 1.5520
H25 2.0389 2.9385 2.2171
H26 3.7404 4.2315 0.9618
H27 3.3913 5.0079 2.5226
H28 6.1511 4.1773 1.7715
H29 5.0737 6.3848 3.6031
H30 6.7870 6.0206 3.4509
H31 5.7287 4.8314 4.2192
H32 5.5749 5.6523 0.1346
H33 6.5540 6.3758 1.1000
C13 -6.6393 0.1599 3.4489
O4 -5.4199 -0.4021 3.0544
C14 -4.8191 0.3188 2.0050
C15 -3.6200 -0.4908 1.4764
C16 -2.3669 -0.3458 2.3389
N4 -3.3508 0.0195 0.1077
H34 -6.5236 1.1664 3.8686
H35 -7.1874 -0.4596 4.1588
H36 -7.3333 0.2492 2.5975
H37 -5.4822 0.4239 1.1386
H38 -4.5150 1.3414 2.2693
H39 -3.9429 -1.5312 1.4240
H40 -2.0753 0.7016 2.4143
H41 -1.5869 -0.9932 1.9375
H42 -2.5331 -0.6578 3.3767
H43 -2.5729 0.6695 0.1872
H44 -2.9653 -0.7057 -0.4964
O5 0.5833 0.1216 0.0223
H45 1.4053 0.5963 -0.1439
H46 -0.0863 0.8169 0.1189
O6 -1.4186 2.4538 0.1869
H47 -2.0985 2.7777 -0.4190
H48 -1.3900 3.1051 0.8983

---

Below is 2 unconnected molecules or ions with the total composition CH6N2S at a distorted geometry, with properties calculated with wB97M-V/def2-TZVPD.

Properties
- frontier orbital gap (eV) = 9.72
- lowest unoccupied orbital energy (eV) = 0.575
- SMILES string = [H]/N=C/N.S

Element x y z (Å)
H1 -1.0388 2.2659 -2.9399
N1 -0.2394 1.7059 -3.2255
C1 0.2589 1.1549 -2.1884
N2 1.0269 0.0355 -2.2787
H2 0.0516 1.4936 -1.1705
H3 1.5031 -0.2413 -1.4366
H4 1.3745 -0.3773 -3.1264
S1 -0.4548 -1.2043 3.4028
H5 -0.9772 -1.8134 2.3294
H6 -1.5458 -1.6091 4.0907

---

Below is a gas-phase ion, C5H6N3 (charge +1) at a distorted geometry, with properties calculated with wB97M-V/def2-TZVPD.

Properties
- frontier orbital gap (eV) = 9.01
- lowest unoccupied orbital energy (eV) = -4.404
- total charge = +1
- SMILES string = C=NC[C@@H](C#N)C#[NH+]

Element x y z (Å)
C1 0.7930 0.2850 -2.5102
N1 -0.1385 0.3967 -1.6169
C2 -0.7979 0.2080 -0.5280
C3 0.2278 0.2157 0.9834
C4 -0.6803 1.2518 1.6673
N2 -1.2699 2.1332 2.0948
C5 0.3601 -0.9835 1.6169
N3 0.4886 -2.0649 1.9860
H1 1.8578 0.2489 -2.4958
H2 0.2146 0.2714 -3.4825
H3 -1.5051 0.9804 -0.3651
H4 -1.2250 -0.7819 -0.5104
H5 1.0986 0.8101 0.6716
H6 0.5762 -2.9708 2.4891

---

Below is 8 unconnected molecules or ions with the total composition C24H66N2O12 at a distorted geometry, with properties calculated with wB97M-V/def2-TZVPD.

Properties
- frontier orbital gap (eV) = 8.88
- lowest unoccupied orbital energy (eV) = 0.434
- SMILES string = CCN(CC)CC.CCN(CC)CC.OCCO.OCCO.OCCO.OCCO.OCCO.OCCO

Element x y z (Å)
C1 1.7732 -1.5492 4.6222
C2 2.7983 -1.7494 3.5633
N1 2.5354 -1.1338 2.2990
C3 2.6795 0.3489 2.3431
C4 4.0370 0.8119 2.8806
C5 3.1842 -1.8007 1.2430
C6 2.3107 -2.9658 0.6122
H1 0.7768 -1.9012 4.2888
H2 1.6549 -0.5308 4.9687
H3 2.0098 -2.0591 5.5417
H4 3.7240 -1.4612 4.0297
H5 2.8123 -2.7992 3.3814
H6 2.5473 0.6962 1.3362
H7 1.9089 0.7310 2.9958
H8 4.2594 0.7051 3.9467
H9 4.8386 0.2113 2.3192
H10 4.1620 1.8618 2.6562
H11 4.1379 -2.2244 1.4732
H12 3.2877 -1.1111 0.3661
H13 1.9908 -3.7652 1.3541
H14 2.9523 -3.5028 -0.0760
H15 1.4888 -2.5691 0.0643
C7 -3.1949 0.2148 -3.9516
C8 -3.2199 -1.2298 -3.4796
N2 -2.0371 -2.0631 -3.7218
C9 -1.6459 -2.2980 -5.1398
C10 -2.4502 -3.1692 -6.0007
C11 -2.1406 -3.3047 -2.8795
C12 -1.0017 -4.3211 -3.1228
H16 -4.1933 0.6593 -3.7839
H17 -3.0898 0.0891 -4.9902
H18 -2.3672 0.7929 -3.5537
H19 -3.4474 -1.2860 -2.4271
H20 -4.0421 -1.7971 -3.9544
H21 -1.5526 -1.3010 -5.6560
H22 -0.5979 -2.6532 -5.0743
H23 -2.6486 -4.1322 -5.5183
H24 -3.3585 -2.6188 -6.2347
H25 -1.9922 -3.4688 -6.9458
H26 -3.1024 -3.7438 -3.0671
H27 -2.1708 -3.0484 -1.8176
H28 -1.2235 -5.1955 -2.6088
H29 0.0264 -4.0481 -2.8928
H30 -0.9323 -4.5831 -4.1566
O1 0.4461 0.3707 -0.3765
C13 -0.8783 0.2767 0.1615
C14 -1.2256 -1.0997 0.6725
O2 -0.4602 -1.3254 1.8604
H31 0.4197 -0.1600 -1.1903
H32 -1.0650 1.0864 0.9103
H33 -1.6114 0.5703 -0.5886
H34 -1.0310 -1.8255 -0.1638
H35 -2.2971 -1.0865 0.9388
H36 0.5120 -1.2608 1.7546
O3 3.8374 -1.4638 -3.5739
C15 2.6455 -1.2886 -2.7999
C16 1.4269 -1.2829 -3.6156
O4 0.2515 -0.9044 -2.8789
H37 4.2580 -2.3100 -3.2966
H38 2.5931 -2.0578 -2.0695
H39 2.7698 -0.2962 -2.3254
H40 1.1904 -2.2472 -4.0690
H41 1.4534 -0.5706 -4.4428
H42 -0.6317 -1.2299 -3.1479
O5 -2.0699 -0.5129 4.0068
C17 -1.3700 0.7165 4.3481
C18 -1.4398 0.9530 5.8339
O6 -0.9280 -0.2055 6.4731
H43 -1.5240 -0.9498 3.3275
H44 -0.2813 0.5879 4.1908
H45 -1.7075 1.5605 3.7838
H46 -2.5329 1.1971 6.1148
H47 -0.7828 1.8036 6.1668
H48 -1.3785 -0.9550 6.1003
O7 1.3555 3.4529 3.8336
C19 0.5723 4.4246 3.1061
C20 0.6799 4.0823 1.6471
O8 2.0737 3.9553 1.3483
H49 2.0801 3.2146 3.2776
H50 -0.4155 4.5209 3.5453
H51 1.0920 5.3662 3.3319
H52 0.1727 4.8719 1.1032
H53 0.1817 3.1256 1.4284
H54 2.0668 3.6994 0.3806
O9 2.7606 1.6452 -4.2470
C21 2.8784 2.4166 -3.0647
C22 1.3772 2.5531 -2.5772
O10 1.3363 2.8330 -1.1836
H55 3.6206 1.5886 -4.6225
H56 3.5631 1.9346 -2.3282
H57 3.2183 3.4587 -3.1918
H58 0.9620 1.5729 -2.7469
H59 0.7577 3.3327 -3.0566
H60 1.0635 2.0268 -0.6882
O11 -2.5198 2.9062 1.1118
C23 -3.7038 2.1705 1.3754
C24 -4.6779 2.7953 2.3665
O12 -5.2271 3.9181 1.7049
H61 -2.6633 3.4365 0.2966
H62 -4.2248 1.9779 0.4456
H63 -3.3620 1.2549 1.8216
H64 -4.1486 3.0615 3.2785
H65 -5.4837 2.0275 2.5604
H66 -5.4622 4.5479 2.4056

---

Below is 9 unconnected molecules or ions with the total composition H18O9 at a distorted geometry, with properties calculated with wB97M-V/def2-TZVPD.

Properties
- frontier orbital gap (eV) = 10.52
- lowest unoccupied orbital energy (eV) = 0.121
- SMILES string = O.O.O.O.O.O.O.O.O

Element x y z (Å)
O1 0.2209 0.2798 -0.2738
H1 -0.2449 0.9979 0.1694
H2 1.0906 0.2729 0.1415
O2 -2.8497 -0.0604 2.5043
H3 -2.8045 -1.0132 2.6429
H4 -2.0297 0.2714 2.8869
O3 2.6898 -0.4560 3.2177
H5 2.0265 -0.1166 3.8291
H6 3.5145 -0.4042 3.7139
O4 -4.8095 0.4823 -1.0533
H7 -5.1426 -0.4066 -1.2203
H8 -3.9796 0.5175 -1.5422
O5 -1.3287 -3.6968 -1.3590
H9 -0.8546 -3.5129 -0.5402
H10 -2.2130 -3.9454 -1.0672
O6 2.2893 -2.4314 -0.2327
H11 2.5223 -1.7195 -0.8394
H12 2.8265 -2.2588 0.5487
O7 3.4021 2.6492 -1.6352
H13 2.4889 2.7307 -1.9324
H14 3.5679 3.4705 -1.1589
O8 -1.5310 3.3167 0.1171
H15 -2.0932 4.0981 0.1634
H16 -1.1864 3.3287 -0.7830
O9 1.2676 -0.5413 -2.3157
H17 2.2233 -0.5772 -2.1960
H18 0.9372 -1.2752 -1.7854

---

Below is a single C20H33NO2 molecule, with properties calculated with wB97M-V/def2-TZVPD.

Properties
- frontier orbital gap (eV) = 9.06
- lowest unoccupied orbital energy (eV) = 0.689
- SMILES string = CCC(C)(C)c1ccc(OCC(=O)N(C)C)c(C(C)(C)CC)c1

Element x y z (Å)
C1 -6.3217 -1.6615 0.0936
C2 -4.7954 -1.6623 0.1007
C3 -4.1230 -0.2809 -0.0218
C4 -4.5398 0.6012 1.1635
C5 -4.5476 0.3820 -1.3398
C6 -2.6021 -0.4123 -0.0135
C7 -1.9320 -1.6165 0.1053
C8 -0.5479 -1.6553 0.1092
C9 0.2090 -0.5008 -0.0070
O1 1.5829 -0.5297 -0.0245
C10 2.2436 -1.6966 0.4133
C11 3.7335 -1.3835 0.5903
O2 4.2528 -1.4677 1.6867
N1 4.4187 -1.0326 -0.5156
C12 3.8979 -1.0002 -1.8597
C13 5.8362 -0.7693 -0.4068
C14 -0.4365 0.7437 -0.1291
C15 0.3563 2.0461 -0.2253
C16 -0.5528 3.2590 -0.4532
C17 1.3253 1.9682 -1.4142
C18 1.1147 2.2130 1.1108
C19 1.9837 3.4611 1.2208
C20 -1.8213 0.7375 -0.1251
H1 -6.6795 -2.6848 0.1911
H2 -6.7169 -1.2588 -0.8348
H3 -6.7248 -1.0885 0.9240
H4 -4.4650 -2.1256 1.0332
H5 -4.4568 -2.2864 -0.7296
H6 -4.2876 0.1117 2.1019
H7 -4.0310 1.5604 1.1350
H8 -5.6095 0.7912 1.1441
H9 -4.3045 -0.2648 -2.1804
H10 -4.0375 1.3300 -1.4835
H11 -5.6168 0.5759 -1.3451
H12 -2.4574 -2.5521 0.1991
H13 -0.0639 -2.6148 0.2039
H14 2.1251 -2.5239 -0.3027
H15 1.8657 -2.0142 1.3925
H16 2.8148 -0.9463 -1.8636
H17 4.2202 -1.8862 -2.4173
H18 4.2844 -0.1157 -2.3698
H19 6.0591 0.2432 -0.7490
H20 6.1226 -0.8715 0.6377
H21 6.4010 -1.4825 -1.0115
H22 -1.2085 3.4312 0.3973
H23 -1.1518 3.1289 -1.3520
H24 0.0559 4.1487 -0.5918
H25 2.1468 1.2961 -1.1968
H26 1.7306 2.9518 -1.6391
H27 0.8003 1.6082 -2.2973
H28 0.3773 2.2222 1.9182
H29 1.7529 1.3421 1.2568
H30 1.3885 4.3701 1.1892
H31 2.5171 3.4440 2.1690
H32 2.7202 3.4962 0.4225
H33 -2.3319 1.6805 -0.2067

---

Below is a single C3H5NO molecule at a distorted geometry, with properties calculated with wB97M-V/def2-TZVPD.

Properties
- frontier orbital gap (eV) = 10.19
- lowest unoccupied orbital energy (eV) = 0.501
- SMILES string = C=NC(C)=O

Element x y z (Å)
C1 -0.3166 -1.8376 0.6808
N1 0.0625 -1.2059 -0.3684
C2 -0.4438 -0.1135 -1.0260
C3 0.2209 1.1979 -0.7442
O1 -1.1820 -0.3140 -1.9931
H1 0.1373 -2.7620 0.9790
H2 -1.2932 -1.8848 1.1715
H3 1.1961 0.9065 -0.8570
H4 -0.0423 2.0569 -1.3951
H5 0.0589 1.4313 0.2415